Record 1
{"formula": "C12H10InN2O12S2", "method": "ωB97M-V with the def2-TZVPD basis set", "lumo_ev": [-5.947, -5.022], "homo_energy_ev": [-9.9751, -9.9085], "s_squared": 1.7792, "orbital_gap_ev": [4.028, 4.887], "energy_ev": -66986.058, "spin_multiplicity": 2, "elements": ["In", "S", "O", "O", "O", "O", "S", "O", "O", "O", "O", "C", "C", "C", "C", "C", "C", "N", "O", "O", "H", "H", "H", "H", "H", "C", "C", "C", "C", "C", "C", "N", "O", "O", "H", "H", "H", "H", "H"], "xyz": [[6.369, 11.945, 8.316], [7.330, 8.736, 8.056], [5.981, 9.096, 7.924], [7.786, 9.449, 9.203], [7.803, 7.417, 7.775], [7.849, 9.363, 6.811], [5.977, 15.036, 7.539], [4.730, 14.519, 8.099], [5.890, 16.309, 6.913], [6.951, 14.829, 8.670], [6.361, 14.153, 6.442], [2.263, 7.978, 4.465], [1.891, 9.200, 3.855], [2.006, 10.421, 4.521], [2.566, 10.402, 5.769], [2.933, 9.161, 6.411], [2.710, 7.961, 5.744], [2.629, 11.622, 6.565], [1.758, 12.516, 6.342], [3.570, 11.723, 7.331], [2.196, 7.090, 3.855], [1.479, 9.188, 2.857], [1.532, 11.323, 4.164], [3.350, 9.223, 7.405], [2.749, 7.023, 6.277], [7.252, 8.057, 14.628], [7.866, 8.367, 13.419], [7.041, 8.829, 12.405], [5.649, 9.071, 12.474], [5.110, 8.750, 13.732], [5.956, 8.342, 14.787], [4.857, 9.632, 11.352], [5.427, 10.171, 10.420], [3.687, 9.552, 11.404], [7.826, 7.739, 15.486], [8.912, 8.339, 13.153], [7.593, 9.095, 11.515], [4.066, 8.944, 13.932], [5.643, 8.289, 15.820]], "atomic_forces_ev_per_a": [[-0.07, -1.15, 0.47], [2.07, 0.13, -0.39], [-5.81, 0.29, -0.76], [2.15, 0.66, 2.20], [-0.06, -1.64, 1.06], [1.67, 1.72, -2.55], [-2.10, -0.58, 1.19], [0.18, 0.09, -0.51], [0.61, 1.50, 0.47], [0.77, 0.22, 0.21], [0.37, -1.69, -1.54], [-0.69, 1.45, -2.20], [0.39, -0.36, 0.24], [-0.77, -0.58, -0.22], [0.28, -2.31, 1.45], [-0.39, 1.82, -0.72], [0.15, 0.39, 1.61], [-1.52, 1.96, -1.43], [2.42, -2.35, 0.92], [-0.12, 0.38, 0.47], [-0.23, -0.22, 0.23], [-0.01, -0.03, -0.06], [0.31, 0.09, -0.28], [-0.05, -0.21, 0.08], [0.63, -0.03, 0.05], [2.74, 0.24, -0.37], [-1.32, 0.04, -0.66], [0.30, 1.08, -1.64], [1.82, -1.35, 2.00], [-0.25, 0.85, -0.18], [-2.36, 0.26, -0.02], [1.98, 0.14, 0.11], [1.00, 0.38, 0.16], [-2.91, -0.54, 0.72], [0.13, -0.09, 0.02], [0.09, -0.37, 0.51], [-0.39, 0.06, -0.49], [-0.11, -0.04, 0.01], [-0.91, -0.18, -0.16]], "lowdin_spin": [-0.218, -0.039, 0.105, -0.035, 0.222, 0.660, -0.046, 0.185, 0.213, -0.504, 0.505, 0.000, 0.000, 0.000, 0.000, 0.000, 0.000, 0.000, -0.003, -0.020, 0.000, 0.000, 0.000, 0.000, 0.000, 0.000, 0.000, 0.000, -0.001, 0.000, 0.000, -0.001, -0.020, -0.001, 0.000, 0.000, 0.000, 0.000, 0.000]}

Record 2
{"formula": "C5H9NS", "method": "ωB97M-V with the def2-TZVPD basis set", "de_lowest_ev": 6.1319, "lumo_ev": 0.735, "homo_energy_ev": -8.7019, "orbital_gap_ev": 9.437, "energy_ev": -17650.062, "spin_multiplicity": 1, "elements": ["C", "C", "C", "C", "C", "H", "H", "H", "H", "H", "H", "H", "H", "H", "N", "S"], "xyz": [[-0.712, 0.103, 0.799], [0.882, 0.378, 0.761], [1.474, -0.337, -0.600], [0.118, -0.595, -1.451], [-0.713, -0.963, -0.208], [-1.197, 1.897, 1.254], [-2.347, 1.248, -0.355], [-1.071, -0.441, 1.664], [1.229, -0.090, 1.761], [1.237, 1.484, 0.925], [1.920, -1.280, -0.577], [1.899, 0.295, -1.419], [-0.253, 0.402, -1.515], [-0.042, -1.737, 0.358], [-1.183, 1.349, 0.291], [-1.242, -1.715, -1.684]], "atomic_forces_ev_per_a": [[1.47, 0.26, -2.34], [1.52, -0.61, 1.94], [-2.39, 1.64, -2.34], [-0.34, 1.22, 3.37], [2.50, -3.62, 0.44], [-1.02, -0.41, -3.00], [4.22, 0.47, 3.31], [-0.30, 1.09, 1.01], [0.22, 0.17, -1.81], [-1.14, -1.93, -0.81], [1.37, -1.18, 0.89], [0.85, -0.01, 1.71], [-0.23, 0.78, -1.50], [-1.53, 0.65, -1.01], [-4.86, 1.75, 0.65], [-0.36, -0.25, -0.51]], "lowdin_charge": [-0.489, -0.109, -0.113, -0.530, -0.682, 0.118, 0.229, 0.127, 0.110, 0.127, 0.067, 0.104, 0.048, 0.125, -0.039, 0.908]}

Record 3
{"formula": "C11H13AlBBr2Cl5FN4NaO14", "method": "ωB97M-V with the def2-TZVPD basis set", "lumo_ev": -4.315, "homo_energy_ev": -7.8527, "orbital_gap_ev": 3.537, "energy_ev": -263339.882, "spin_multiplicity": 1, "elements": ["C", "N", "C", "C", "C", "C", "N", "H", "H", "H", "H", "H", "H", "H", "O", "H", "H", "C", "O", "N", "N", "H", "H", "H", "H", "F", "O", "Cl", "O", "O", "O", "C", "Cl", "Cl", "Cl", "Cl", "Na", "Al", "B", "O", "C", "O", "C", "O", "O", "O", "C", "O", "C", "O", "O", "Br", "Br"], "xyz": [[2.475, 2.026, 0.184], [1.014, 2.068, 0.179], [0.284, 1.023, 0.567], [-1.096, 1.021, 0.599], [-1.707, 2.173, 0.171], [-0.851, 3.203, -0.252], [0.451, 3.208, -0.254], [2.799, 2.441, 1.136], [2.917, 2.644, -0.587], [2.811, 1.005, 0.114], [0.803, 0.127, 0.882], [-1.672, 0.168, 0.922], [-2.798, 2.253, 0.152], [-1.311, 4.104, -0.628], [1.150, 1.099, -2.772], [1.306, 1.493, -1.900], [1.736, 0.314, -2.860], [2.009, -0.589, 3.963], [1.917, -0.218, 2.779], [2.232, -1.876, 4.235], [1.900, 0.265, 5.014], [2.312, -2.244, 5.166], [2.293, -2.499, 3.433], [1.732, 1.233, 4.814], [1.974, -0.027, 5.970], [0.922, -3.034, 2.541], [-4.451, 2.143, -0.757], [-4.751, 0.700, -0.868], [-3.849, 0.111, -1.826], [-6.101, 0.543, -1.282], [-4.529, 0.089, 0.422], [4.524, 5.185, 2.826], [3.233, 6.345, 2.538], [5.684, 5.847, 3.966], [3.830, 3.690, 3.494], [5.335, 4.807, 1.299], [3.350, -0.317, 1.308], [0.117, -4.128, 3.936], [-2.174, -3.473, -3.464], [-2.082, -3.546, -4.943], [-0.821, -3.380, -5.304], [-0.404, -3.380, -6.427], [0.020, -3.178, -4.030], [1.206, -2.991, -3.993], [-0.787, -3.238, -2.988], [-3.062, -2.387, -3.043], [-4.058, -2.888, -2.307], [-4.932, -2.240, -1.823], [-3.846, -4.410, -2.214], [-4.541, -5.189, -1.631], [-2.742, -4.714, -2.896], [0.907, -2.296, -0.206], [-0.678, 0.916, -3.356]], "atomic_forces_ev_per_a": [[-0.01, 0.67, 1.02], [-0.95, -0.24, -0.42], [0.71, -1.14, 0.64], [-0.47, 0.73, -0.34], [0.16, -0.64, 0.54], [-0.88, 0.90, -0.30], [0.59, -0.29, -0.13], [0.19, 0.05, 0.10], [-0.22, 0.03, -0.31], [-0.36, 0.19, -0.85], [0.14, -0.19, -0.12], [0.10, -0.28, -0.02], [-0.06, 0.21, -0.30], [0.14, 0.25, -0.06], [0.71, 0.06, -0.60], [-0.60, 0.00, 0.13], [-0.60, -0.53, -0.10], [-0.12, -0.20, 0.44], [0.08, 0.94, 0.58], [0.98, -0.01, 0.55], [-0.02, 0.17, -0.41], [0.11, 0.15, 0.05], [-0.47, 0.05, 0.14], [-0.10, 0.01, 0.05], [-0.03, -0.06, 0.01], [-1.42, -2.32, 2.11], [0.14, -0.11, 0.06], [-0.17, 0.02, -0.07], [0.66, 0.74, -0.15], [-0.13, 0.08, 0.01], [0.25, 0.21, 0.20], [0.01, 0.15, -0.02], [-0.01, -0.03, -0.02], [0.00, -0.04, 0.00], [-0.03, -0.13, 0.04], [0.00, -0.04, -0.02], [0.19, -1.52, -0.14], [0.81, 1.40, -2.20], [-0.37, -0.12, 0.16], [0.40, 0.05, 0.29], [-0.39, -0.15, -0.42], [0.17, 0.09, -0.01], [-0.06, -0.08, 0.55], [0.23, 0.29, -0.13], [-0.02, -0.05, -0.55], [0.26, -0.35, -0.14], [-0.06, 0.78, -0.05], [-0.31, -0.87, 0.08], [0.18, -0.39, -0.02], [-0.04, 0.04, 0.04], [-0.05, 0.44, -0.01], [0.89, 1.51, -0.42], [-0.15, -0.44, 0.54]], "lowdin_charge": [0.010, -0.154, -0.061, 0.050, 0.046, -0.070, 0.136, 0.067, 0.115, 0.045, -0.001, 0.142, 0.087, 0.135, -0.329, 0.054, 0.138, -0.629, -0.094, 0.145, 0.187, 0.100, 0.062, 0.103, 0.111, -0.662, -0.424, 0.648, -0.377, -0.308, -0.361, -2.058, 0.549, 0.561, 0.502, 0.522, 0.510, 0.727, -0.889, 0.232, -0.405, 0.136, -0.425, 0.093, 0.162, 0.202, -0.370, 0.151, -0.383, 0.146, 0.225, -0.098, 0.995]}

Record 4
{"formula": "C26H22MgN4O6SSe4", "method": "ωB97M-V with the def2-TZVPD basis set", "de_lowest_ev": 0.0000, "lumo_ev": 3.777, "homo_energy_ev": -2.1061, "charge": -2, "orbital_gap_ev": 5.883, "energy_ev": -323232.440, "spin_multiplicity": 1, "elements": ["Mg", "C", "C", "C", "C", "C", "C", "C", "C", "S", "C", "N", "C", "C", "C", "C", "C", "C", "C", "C", "H", "H", "H", "H", "H", "H", "H", "H", "H", "H", "H", "H", "H", "H", "H", "H", "Se", "Se", "Se", "Se", "O", "C", "O", "C", "C", "C", "C", "C", "C", "N", "O", "O", "N", "O", "O", "H", "H", "H", "C", "C", "N", "H", "H", "H"], "xyz": [[-1.590, -0.293, 1.433], [5.449, -2.490, 0.367], [3.982, -2.116, 0.148], [3.843, -1.412, -1.210], [3.148, -3.404, 0.121], [3.458, -1.176, 1.234], [4.302, -0.550, 2.166], [3.827, 0.357, 3.100], [2.469, 0.639, 3.114], [1.551, 1.745, 4.091], [0.099, 1.274, 3.244], [0.284, 0.371, 2.333], [1.613, 0.003, 2.211], [2.100, -0.892, 1.266], [-1.232, 1.851, 3.496], [-1.394, 2.846, 4.461], [-2.647, 3.393, 4.670], [-3.718, 2.936, 3.908], [-3.529, 1.943, 2.953], [-2.284, 1.356, 2.698], [5.759, -3.195, -0.408], [5.603, -2.966, 1.339], [6.106, -1.619, 0.301], [4.230, -2.054, -2.007], [4.404, -0.474, -1.219], [2.795, -1.200, -1.427], [3.549, -4.084, -0.635], [2.109, -3.200, -0.140], [3.176, -3.908, 1.090], [5.362, -0.762, 2.159], [4.507, 0.839, 3.792], [1.412, -1.312, 0.539], [-0.546, 3.202, 5.039], [-2.789, 4.170, 5.411], [-4.705, 3.359, 4.063], [-4.394, 1.619, 2.381], [-2.103, -2.682, 2.240], [-4.384, -2.336, 1.808], [-4.567, -0.560, 0.312], [-4.162, -1.443, -1.812], [0.411, -1.671, -1.405], [-0.593, -0.958, -1.406], [-0.995, -0.257, -0.398], [-1.422, -0.799, -2.644], [-0.991, -1.287, -3.825], [-1.718, -1.030, -5.029], [-2.773, -0.125, -5.019], [-3.202, 0.395, -3.825], [-2.731, -0.111, -2.524], [-4.190, 1.414, -3.828], [-4.656, 1.817, -4.897], [-4.547, 1.870, -2.740], [-1.275, -1.563, -6.260], [-0.281, -2.293, -6.268], [-1.891, -1.289, -7.296], [-0.062, -1.837, -3.863], [-3.226, 0.198, -5.943], [-2.745, 0.637, -1.740], [-1.078, 2.978, -0.192], [0.038, 3.601, 0.509], [0.918, 4.095, 1.057], [-1.965, 3.008, 0.439], [-0.850, 1.931, -0.406], [-1.272, 3.504, -1.126]], "atomic_forces_ev_per_a": [[-0.05, 0.04, -0.05], [0.00, 0.00, 0.00], [0.00, 0.01, -0.01], [0.00, 0.00, 0.00], [0.00, -0.01, 0.00], [0.01, -0.01, 0.01], [0.00, 0.00, -0.01], [0.00, 0.01, 0.01], [0.01, 0.01, -0.02], [0.00, -0.01, 0.02], [0.01, -0.01, -0.03], [0.03, 0.01, 0.03], [-0.02, 0.00, 0.00], [-0.01, 0.00, 0.00], [0.01, 0.02, 0.01], [-0.01, 0.01, 0.01], [0.01, 0.00, 0.00], [0.00, 0.00, 0.00], [-0.01, 0.00, -0.03], [0.02, -0.01, 0.01], [0.00, 0.00, 0.00], [0.00, 0.00, 0.00], [0.00, 0.00, 0.00], [0.00, 0.00, 0.00], [0.00, 0.00, 0.00], [0.00, 0.00, -0.01], [0.00, 0.00, 0.00], [0.00, 0.00, 0.00], [0.00, 0.00, 0.00], [0.00, 0.00, 0.00], [0.00, 0.00, 0.00], [0.00, 0.00, 0.00], [0.00, 0.00, 0.00], [0.00, 0.00, 0.00], [0.00, 0.00, 0.00], [0.00, 0.00, 0.01], [0.00, -0.03, -0.01], [0.01, 0.01, 0.01], [-0.01, -0.01, 0.00], [0.01, 0.01, -0.01], [0.01, -0.01, 0.01], [0.04, 0.03, 0.01], [-0.03, -0.04, 0.02], [0.00, -0.02, -0.01], [0.01, 0.00, 0.02], [-0.02, 0.01, 0.00], [0.02, -0.01, -0.01], [-0.03, 0.03, 0.00], [-0.02, 0.00, 0.00], [0.01, -0.04, 0.01], [0.00, 0.01, -0.01], [0.00, 0.01, 0.01], [0.00, 0.00, 0.00], [0.00, 0.00, 0.00], [0.00, 0.00, 0.00], [0.00, 0.00, 0.00], [0.00, 0.00, 0.00], [0.00, 0.00, 0.00], [0.00, -0.05, 0.03], [0.00, -0.02, 0.00], [0.02, 0.03, 0.01], [-0.01, 0.01, -0.01], [0.01, 0.03, -0.02], [-0.01, -0.01, 0.00]], "lowdin_charge": [0.249, -0.083, -0.553, -0.037, -0.042, -0.159, -0.041, -0.091, -0.464, 1.086, -0.514, 0.052, -0.261, 0.069, -0.274, -0.079, -0.114, -0.107, -0.138, -0.113, 0.077, 0.083, 0.075, 0.084, 0.087, 0.070, 0.082, 0.072, 0.088, 0.091, 0.099, 0.100, 0.080, 0.088, 0.089, 0.056, -0.053, -0.114, 0.034, 0.556, 0.015, -0.572, -0.176, -0.178, 0.045, -0.170, 0.063, -0.235, -0.459, -0.384, -0.004, 0.005, -0.393, 0.000, -0.013, 0.122, 0.123, 0.065, -0.051, -0.278, 0.120, 0.079, 0.060, 0.087]}